{"formula": "C6H12O", "method": "ωB97M-V/def2-TZVPD", "de_lowest_kcal_mol": 31.7, "homo_lumo_gap_ev": 9.99, "molar_mass_g_mol": 100.16, "e_tot_ha": -311.00877, "smiles": "C/C=C(/C)CCO", "elements": ["C", "C", "C", "C", "O", "C", "C", "H", "H", "H", "H", "H", "H", "H", "H", "H", "H", "H", "H"], "coordinates": [[-1.28019, -1.53761, -1.05077], [-0.35633, -0.64327, -0.26089], [-0.90032, 0.18229, 0.89413], [-0.48397, 1.68225, 0.73840], [-0.03128, 1.99547, -0.55785], [0.94346, -0.56659, -0.58199], [2.05038, -0.09125, 0.31245], [-2.30719, -1.16584, -1.12684], [-0.89517, -1.72064, -2.06061], [-1.32684, -2.51296, -0.54787], [-0.17458, 1.18547, -1.07479], [-0.54088, -0.20060, 1.85634], [-1.99354, 0.11269, 0.92377], [0.30697, 1.93433, 1.45864], [-1.33899, 2.32799, 0.96428], [1.26827, -0.95131, -1.54826], [1.69775, 0.35904, 1.24301], [2.61583, -0.99079, 0.58718], [2.74663, 0.60135, -0.16835]]}